Formula: C14H24N4O5Y
Source: the Open Molecules 2025 dataset
Level of theory: wB97M-V/def2-TZVPD

CARTESIAN COORDINATES (ANGSTROEM)
O1 -0.293 2.881 0.675
H1 -0.183 3.643 1.261
Y1 -0.050 0.913 -0.031
N1 -0.988 0.078 -2.036
N2 1.202 -0.898 -1.088
O2 -2.288 0.425 -2.446
O3 2.314 -1.634 -0.591
C1 -0.372 -0.813 -2.820
C2 0.860 -1.341 -2.301
C3 -1.027 -1.405 -4.020
C4 1.573 -2.427 -3.026
H2 -1.877 -0.802 -4.359
H3 -1.382 -2.421 -3.767
H4 -0.291 -1.494 -4.829
H5 2.224 -2.987 -2.352
H6 2.176 -2.025 -3.858
H7 0.822 -3.106 -3.465
H8 -2.381 1.335 -2.031
H9 2.701 -1.081 0.118
O4 -0.726 -1.650 0.854
H10 -1.635 -1.911 1.076
H11 -0.379 -2.369 0.289
C5 1.783 2.075 -1.066
H12 1.556 3.148 -0.898
H13 1.960 1.964 -2.157
H14 2.739 1.873 -0.528
O5 -2.070 2.746 -1.282
H15 -1.703 2.949 -0.364
H16 -1.693 3.437 -1.856
N3 0.953 0.287 2.114
C6 0.174 0.746 3.233
C7 0.756 0.926 4.472
C8 0.015 1.518 5.512
C9 -1.272 1.981 5.280
C10 -1.924 1.804 4.035
C11 -3.192 2.332 3.705
C12 -3.712 2.159 2.436
C13 -2.986 1.384 1.524
N4 -1.809 0.824 1.829
C14 -1.211 1.069 3.032
H17 1.962 0.436 2.203
H18 0.802 -0.704 1.864
H19 1.779 0.589 4.651
H20 0.475 1.610 6.502
H21 -1.818 2.482 6.075
H22 -3.742 2.875 4.470
H23 -4.663 2.588 2.148
H24 -3.375 1.233 0.516

Charge ... +1
Highest occupied orbital energy ... -10.08 eV
Kohn-Sham gap ... 0.228 Ha
Energy relative to the best compared isomer or geometry (same formula, charge and spin) ... 22.3 kcal per mole
LUMO energy ... -0.142 hartree


Formula: C14H24N6OS
Source: the Open Molecules 2025 dataset
Level of theory: wB97M-V/def2-TZVPD

CARTESIAN COORDINATES (ANGSTROEM)
C1 1.212 -9.766 14.785
C2 0.213 -10.546 14.097
N1 -0.569 -11.209 13.578
H1 2.046 -9.471 14.145
H2 1.547 -10.187 15.727
H3 0.805 -8.772 15.015
C3 5.374 -9.256 13.181
C4 5.148 -10.519 13.877
N2 4.940 -11.547 14.349
H4 5.407 -8.344 13.764
H5 4.613 -9.199 12.402
H6 6.358 -9.406 12.722
C5 0.492 -14.718 13.340
C6 0.571 -14.664 14.804
N3 0.656 -14.625 15.949
H7 1.519 -14.903 13.024
H8 0.183 -13.730 13.000
H9 -0.204 -15.516 13.101
C7 3.029 -8.649 8.958
C8 2.733 -8.142 10.295
N4 2.451 -7.790 11.353
H10 4.086 -8.597 8.728
H11 2.387 -8.244 8.179
H12 2.671 -9.680 9.049
C9 6.433 -12.325 7.029
C10 5.957 -11.471 5.950
N5 5.542 -10.775 5.139
H13 5.727 -13.149 7.141
H14 6.349 -11.709 7.924
H15 7.438 -12.694 6.854
C11 7.609 -13.113 10.209
C12 8.475 -12.068 9.642
N6 9.087 -11.242 9.142
H16 6.607 -12.695 10.303
H17 7.864 -13.525 11.180
H18 7.601 -13.888 9.442
C13 3.954 -13.504 11.633
S1 3.685 -11.847 10.931
O1 4.281 -11.865 9.544
C14 1.863 -11.925 10.723
H19 3.263 -14.204 11.167
H20 3.773 -13.429 12.707
H21 4.990 -13.796 11.493
H22 1.553 -10.961 10.329
H23 1.427 -12.115 11.702
H24 1.579 -12.683 9.993

Highest occupied orbital energy ... -9.83 eV
Kohn-Sham gap ... 0.369 Ha
LUMO energy ... 0.008 hartree


Copy entry 1 word for word.
Formula: C14H24N4O5Y
Source: the Open Molecules 2025 dataset
Level of theory: wB97M-V/def2-TZVPD

CARTESIAN COORDINATES (ANGSTROEM)
O1 -0.293 2.881 0.675
H1 -0.183 3.643 1.261
Y1 -0.050 0.913 -0.031
N1 -0.988 0.078 -2.036
N2 1.202 -0.898 -1.088
O2 -2.288 0.425 -2.446
O3 2.314 -1.634 -0.591
C1 -0.372 -0.813 -2.820
C2 0.860 -1.341 -2.301
C3 -1.027 -1.405 -4.020
C4 1.573 -2.427 -3.026
H2 -1.877 -0.802 -4.359
H3 -1.382 -2.421 -3.767
H4 -0.291 -1.494 -4.829
H5 2.224 -2.987 -2.352
H6 2.176 -2.025 -3.858
H7 0.822 -3.106 -3.465
H8 -2.381 1.335 -2.031
H9 2.701 -1.081 0.118
O4 -0.726 -1.650 0.854
H10 -1.635 -1.911 1.076
H11 -0.379 -2.369 0.289
C5 1.783 2.075 -1.066
H12 1.556 3.148 -0.898
H13 1.960 1.964 -2.157
H14 2.739 1.873 -0.528
O5 -2.070 2.746 -1.282
H15 -1.703 2.949 -0.364
H16 -1.693 3.437 -1.856
N3 0.953 0.287 2.114
C6 0.174 0.746 3.233
C7 0.756 0.926 4.472
C8 0.015 1.518 5.512
C9 -1.272 1.981 5.280
C10 -1.924 1.804 4.035
C11 -3.192 2.332 3.705
C12 -3.712 2.159 2.436
C13 -2.986 1.384 1.524
N4 -1.809 0.824 1.829
C14 -1.211 1.069 3.032
H17 1.962 0.436 2.203
H18 0.802 -0.704 1.864
H19 1.779 0.589 4.651
H20 0.475 1.610 6.502
H21 -1.818 2.482 6.075
H22 -3.742 2.875 4.470
H23 -4.663 2.588 2.148
H24 -3.375 1.233 0.516

Charge ... +1
Highest occupied orbital energy ... -10.08 eV
Kohn-Sham gap ... 0.228 Ha
Energy relative to the best compared isomer or geometry (same formula, charge and spin) ... 22.3 kcal per mole
LUMO energy ... -0.142 hartree